ORCA calculation (wB97M-V/def2-TZVPD) on a single C3H5N3S4 molecule at a distorted geometry.

As for the HOMO energy: -8.86 eV. The net charge is 0. As for the structure (SMILES): S=C1NC(=S)N(S)[C@@H](S)N1. Its max |F| is 6.2 eV/Å. As for the gap between HOMO and LUMO: 8.67 eV.

```
15
C3H5N3S4 wB97M-V/def2-TZVPD
H -1.450 -2.154 -0.209
C 0.380 -1.423 0.005
H 2.916 -1.106 -0.242
S 2.620 -0.377 0.845
N -1.027 0.991 0.266
H -0.189 2.355 -1.798
S 1.214 -2.647 -0.649
S -3.278 -0.358 0.543
S 1.042 2.035 -1.232
C 0.371 1.160 0.326
N -0.972 -1.301 -0.290
C -1.665 -0.223 0.220
N 0.974 -0.328 0.485
H 0.711 1.695 1.092
H -1.648 1.681 0.639
```